No. 1
Formula: C31H29ClNO5PtSi
Source: the OMol25 dataset
Level of theory: ωB97M-V with the def2-TZVPD basis set

The geometry in XYZ format:
```
69
Properties=species:S:1:pos:R:3:lowdin_charge:R:1
Pt -1.2303 -0.1138 1.9824 1.164
C 0.2054 1.8168 5.4172 -0.093
C 1.3116 1.0414 5.7688 -0.105
C 1.6451 -0.0575 4.9987 -0.044
C 0.8631 -0.3826 3.8891 -0.188
C -0.2660 0.3893 3.5425 -0.259
C -0.5760 1.5055 4.3193 -0.076
C 1.1204 -1.4606 2.9498 -0.209
C 2.0838 -2.4857 3.1067 0.008
C 2.1616 -3.4746 2.1700 0.001
C 1.3075 -3.4463 1.0351 -0.155
C 1.3572 -4.4183 0.0134 -0.036
C 0.5465 -4.3118 -1.0873 -0.073
C -0.3348 -3.2208 -1.2119 -0.051
C -0.4141 -2.2707 -0.2296 0.001
C 0.3932 -2.3878 0.9196 -0.190
N 0.3106 -1.4319 1.8864 -0.008
H -0.0480 2.6823 6.0186 0.098
H 1.9090 1.3049 6.6313 0.092
H 2.5171 -0.6487 5.2492 0.099
H -1.4284 2.1185 4.0525 0.108
H 2.7216 -2.4752 3.9776 0.105
H 2.8741 -4.2839 2.2702 0.114
H 2.0583 -5.2376 0.1153 0.108
H 0.5889 -5.0561 -1.8710 0.099
H -0.9461 -3.1231 -2.0999 0.100
H -1.0600 -1.4063 -0.3440 0.091
O -4.5626 -0.0907 4.0420 -0.329
Cl -4.1825 -0.6844 2.8041 0.655
O -3.3584 -1.8340 3.0063 -0.377
O -5.3146 -1.0124 2.0069 -0.324
O -3.3635 0.3416 2.0328 -0.502
C 1.0445 3.8228 -1.1829 -0.102
C 0.0175 3.0924 -2.0528 -0.614
C 0.5469 2.9700 -3.4776 -0.100
C -1.2800 3.9045 -2.0606 -0.104
Si -0.3161 1.3909 -1.2626 0.376
O -0.8711 1.4666 0.2079 -0.413
C 1.3637 0.4716 -1.2468 -0.196
C 2.0460 -0.1363 -2.3015 -0.107
C 3.2721 -0.7616 -2.1186 -0.102
C 3.8618 -0.7825 -0.8637 -0.109
C 3.2238 -0.1562 0.1964 -0.095
C 1.9975 0.4611 -0.0005 -0.111
C -1.5518 0.4647 -2.3860 -0.206
C -2.8993 0.7854 -2.1813 -0.095
C -3.9143 0.1846 -2.9085 -0.088
C -3.6099 -0.7742 -3.8642 -0.109
C -2.2864 -1.1310 -4.0693 -0.112
C -1.2780 -0.5180 -3.3356 -0.116
H 1.2130 4.8379 -1.5618 0.075
H 2.0074 3.3065 -1.1784 0.072
H 0.6996 3.8975 -0.1510 0.078
H 0.7000 3.9623 -3.9177 0.076
H -0.1501 2.4277 -4.1214 0.074
H 1.5066 2.4481 -3.5064 0.066
H -1.0906 4.9177 -2.4336 0.074
H -1.6996 3.9826 -1.0566 0.079
H -2.0357 3.4526 -2.7065 0.068
H 1.6274 -0.1190 -3.3019 0.084
H 3.7699 -1.2325 -2.9581 0.092
H 4.8162 -1.2740 -0.7160 0.091
H 3.6783 -0.1533 1.1807 0.098
H 1.4932 0.9433 0.8281 0.088
H -3.1528 1.4967 -1.4041 0.103
H -4.9467 0.4504 -2.7166 0.099
H -4.3996 -1.2506 -4.4326 0.092
H -2.0356 -1.8942 -4.7973 0.093
H -0.2574 -0.8396 -3.5029 0.076
```

Properties
- 2S+1: 1
- Frontier orbital gap (alpha / beta): 6.50 / 6.50 eV
- Net charge: -1
- E_HOMO (alpha / beta): -0.1716 / -0.1716 Eh
- Molecular weight: 754.2 u
- Total energy: -67988.5973 eV
- Energy relative to the best compared isomer or geometry (same formula, charge and spin): 37.38 kcal/mol

No. 2
Formula: C25H23IN6O3PbS
Source: the OMol25 dataset
Level of theory: ωB97M-V with the def2-TZVPD basis set

The geometry in XYZ format:
```
60
Properties=species:S:1:pos:R:3:lowdin_charge:R:1
Pb 0.1613 -0.3361 0.1853 1.378
N -1.7619 2.7576 3.1896 0.157
C -0.8502 2.0907 2.4913 -0.815
S -0.6267 0.4166 2.7957 0.631
N -0.0220 2.7833 1.7287 0.067
N 0.5939 2.3987 0.6885 0.002
C 1.3208 3.2144 -0.0351 -0.017
C 2.3038 2.8691 -0.9635 -0.082
C 2.7842 3.8510 -1.8564 -0.013
C 3.6794 3.5332 -2.8378 -0.012
C 4.1664 2.2062 -2.9492 -0.012
C 3.7610 1.2262 -2.0980 0.007
C 2.8233 1.4970 -1.0400 -0.340
O 2.4573 0.6207 -0.2314 -0.125
H -2.2754 2.2898 3.9199 0.121
H -1.8396 3.7612 3.1250 0.133
H 1.1103 4.2823 0.0400 0.147
H 2.4037 4.8576 -1.7660 0.128
H 4.0222 4.2910 -3.5266 0.126
H 4.8854 1.9889 -3.7253 0.128
H 4.1735 0.2280 -2.1563 0.130
O -2.6518 -0.5398 -6.5493 -0.036
C -1.3172 -0.1396 -6.3958 -0.205
C -0.9658 -0.1630 -4.9385 -0.144
C 0.3431 -0.3369 -4.4950 0.026
C 0.5880 -0.2919 -3.1369 -0.116
N -0.3687 -0.1362 -2.2292 -0.029
C -1.6429 -0.0070 -2.6299 -0.188
C -1.9635 0.0064 -3.9836 0.078
C -2.6723 0.0572 -1.5767 -0.187
C -4.0318 0.0772 -1.8785 0.076
C -4.9834 0.0859 -0.8626 -0.144
C -6.4547 0.0961 -1.2066 -0.202
O -6.7719 -0.9055 -2.1358 -0.024
C -4.5309 0.0627 0.4513 0.027
C -3.1667 0.0413 0.6711 -0.146
N -2.2578 0.0367 -0.2972 -0.021
H -2.8755 -0.6014 -7.4839 0.112
H -1.1696 0.8958 -6.7525 0.147
H -0.6271 -0.7867 -6.9523 0.137
H 1.1465 -0.5121 -5.1927 0.128
H 1.5875 -0.4109 -2.7444 0.098
H -2.9752 0.1287 -4.3319 0.120
H -4.3900 0.0591 -2.8942 0.127
H -6.6809 1.0505 -1.6974 0.141
H -7.0505 0.0344 -0.2909 0.132
H -7.1321 -1.6789 -1.6916 0.106
H -5.2217 0.0464 1.2808 0.127
H -2.7772 0.0153 1.6793 0.034
I -2.6673 -5.8617 1.1648 0.929
C -0.9205 -4.9220 0.4743 -0.688
C 0.1301 -5.6374 -0.0852 -0.093
C 1.2458 -4.9374 -0.5149 -0.025
C 1.2689 -3.5594 -0.3880 -0.131
N 0.2503 -2.8834 0.1368 -0.110
C -0.8165 -3.5423 0.5685 -0.227
H 0.0811 -6.7105 -0.1785 0.113
H 2.0862 -5.4534 -0.9454 0.119
H 2.1191 -2.9752 -0.7080 0.112
H -1.6111 -2.9519 1.0021 0.088
```

Properties
- 2S+1: 1
- Frontier orbital gap: 5.04 eV
- Net charge: +2
- E_HOMO: -0.4970 Eh
- Molecular weight: 821.7 u
- Total energy: -65549.4707 eV
- Energy relative to the best compared isomer or geometry (same formula, charge and spin): 8.75 kcal/mol

No. 3
Formula: C38H53BF6InN8O5PS2
Source: the OMol25 dataset
Level of theory: ωB97M-V with the def2-TZVPD basis set

The geometry in XYZ format:
```
115
Properties=species:S:1:pos:R:3:lowdin_charge:R:1
In 0.0184 -1.2718 -0.6819 0.787
C 4.1048 1.7599 1.8196 -0.017
C 3.1793 0.5902 1.8201 -0.258
C 3.2503 -0.5385 2.5926 0.020
C 2.1538 -1.3344 2.2307 -0.223
N 1.4698 -0.7246 1.2504 0.075
N 2.0990 0.4751 1.0230 0.035
B 1.6570 1.5690 0.0507 -0.499
N 0.1744 2.0404 0.4412 0.116
N -0.6776 1.1598 0.6656 0.184
C -2.0103 1.5056 0.9628 -0.171
C -2.4627 2.6292 0.3741 0.072
C -0.2303 3.4777 0.6735 -0.343
C 0.8704 4.4845 0.3640 0.001
C -2.8337 0.6043 1.8713 -0.507
C -3.4601 1.5153 2.9441 -0.042
C -1.9141 -0.3815 2.5790 -0.045
C -3.9685 -0.1283 1.1531 -0.031
N 1.8389 1.1844 -1.4137 0.040
N 1.4653 -0.0152 -1.9643 0.081
C 1.8931 -0.0014 -3.2448 -0.203
C 2.5273 1.2098 -3.4966 0.029
C 2.4807 1.9287 -2.3276 -0.245
C 3.0131 3.3053 -2.1358 -0.005
C 1.8797 -1.1253 -4.2737 -0.523
C 2.9732 -2.1354 -3.8968 -0.044
C 0.5341 -1.8244 -4.4221 -0.037
C 2.2337 -0.5505 -5.6538 -0.070
C 1.8536 -2.6349 2.9619 -0.528
C 1.8770 -2.3182 4.4691 -0.049
C 0.5007 -3.2633 2.6686 -0.069
C 2.9706 -3.6423 2.6543 -0.050
H 4.8945 1.5820 2.5481 0.081
H 3.5932 2.6839 2.0874 0.078
H 4.5646 1.9072 0.8424 0.085
H 3.9913 -0.7549 3.3407 0.111
H 2.3493 2.5021 0.2472 0.090
H -3.5298 2.7991 0.3068 0.154
H 0.4418 5.4719 0.5313 0.102
H 1.2067 4.4283 -0.6608 0.046
H 1.7049 4.3585 1.0533 0.088
H -2.7085 2.1221 3.4488 0.070
H -3.9608 0.8906 3.6861 0.087
H -4.2081 2.1820 2.5109 0.085
H -1.2346 0.1331 3.2676 0.092
H -1.3161 -0.9524 1.8803 0.026
H -2.5103 -1.1023 3.1408 0.104
H -4.5579 0.5611 0.5477 0.083
H -4.6145 -0.5848 1.9051 0.091
H -3.5999 -0.9088 0.4961 0.066
H 2.9752 1.5367 -4.4156 0.109
H 3.7521 3.5004 -2.9131 0.086
H 3.4849 3.4479 -1.1656 0.072
H 2.2056 4.0281 -2.2492 0.068
H 2.7411 -2.6418 -2.9637 0.018
H 3.9348 -1.6309 -3.7855 0.089
H 3.0655 -2.8830 -4.6883 0.086
H 0.0833 -2.1011 -3.4760 0.041
H 0.6625 -2.7364 -5.0111 0.093
H -0.1783 -1.1866 -4.9492 0.088
H 3.2653 -0.1990 -5.7020 0.078
H 1.5700 0.2709 -5.9253 0.092
H 2.1202 -1.3406 -6.3980 0.085
H 1.0451 -1.6630 4.7336 0.090
H 2.8036 -1.8397 4.7840 0.067
H 1.7638 -3.2479 5.0285 0.085
H -0.3024 -2.5370 2.7150 0.056
H 0.2819 -4.0150 3.4275 0.095
H 0.4544 -3.7531 1.7029 0.036
H 3.9438 -3.2805 2.9928 0.079
H 3.0265 -3.8425 1.5856 0.035
H 2.7586 -4.5833 3.1661 0.088
C -2.5300 6.4890 3.4052 -0.068
C -1.9459 5.5531 2.3839 -0.245
C -1.1391 4.4955 2.8618 -0.066
C -0.4477 3.5543 2.1746 -0.008
C -1.5255 3.6414 -0.1481 -0.330
C -2.1021 5.0214 -0.0747 -0.028
C -2.2820 5.7917 1.0239 -0.054
S -1.3227 3.3571 -2.0571 0.578
O -2.6575 3.6791 -2.5253 -0.316
O -0.2945 4.3462 -2.3441 -0.331
N -0.8347 1.9328 -2.3036 -0.175
C -1.7388 0.9633 -2.8987 -0.182
C -2.5232 0.1544 -1.8759 -0.565
O -3.7300 0.2424 -1.8230 0.082
O -1.8568 -0.6028 -1.0221 -0.136
H -1.9028 6.5560 4.2947 0.072
H -3.5195 6.1482 3.7279 0.086
H -2.6553 7.4926 2.9968 0.073
H -1.0573 4.4326 3.9435 0.112
H 0.1200 2.8299 2.7502 0.128
H -2.4582 5.4068 -1.0211 0.105
H -2.7868 6.7366 0.8441 0.109
H -1.1220 0.2760 -3.4831 0.090
H -2.4664 1.4304 -3.5649 0.109
O -0.9757 -2.8661 -1.8989 -0.222
N -0.5340 -4.1015 -1.9022 -0.180
C -1.3508 -5.0330 -2.4343 -0.018
C -0.9827 -6.3495 -2.4784 -0.044
C 0.2512 -6.7201 -1.9477 -0.067
C 1.0626 -5.7596 -1.3968 -0.079
C 0.6684 -4.4190 -1.3645 -0.591
S 1.6325 -3.1803 -0.6586 0.803
H -2.2916 -4.6344 -2.7760 0.143
H -1.6661 -7.0719 -2.8981 0.109
H 0.5639 -7.7552 -1.9543 0.106
H 2.0170 -6.0103 -0.9581 0.107
F -1.8758 -2.9434 0.7968 -0.196
P -2.7373 -4.3257 1.0990 0.182
F -1.3914 -5.1871 0.7825 -0.154
F -3.5504 -5.6841 1.3908 -0.153
F -2.2997 -4.2287 2.6519 -0.155
F -4.0367 -3.4294 1.4107 -0.144
F -3.1488 -4.3983 -0.4604 -0.143
```

Properties
- 2S+1: 2
- Frontier orbital gap (alpha / beta): 6.56 / 6.83 eV
- Net charge: -1
- E_HOMO (alpha / beta): -0.1954 / -0.2054 Eh
- Molecular weight: 1036.6 u
- Total energy: -115547.2214 eV

> Number 1 is which compound?

C31H29ClNO5PtSi

> The lowest total energy belongs to which entry?

C38H53BF6InN8O5PS2